53
Properties=species:S:1:pos:R:3:mulliken_spin:R:1 method="wB97M-V/def2-TZVPD" fmax_ev_per_a=3.6 homo_energy_ev="-11.85 / -12.81" charge=+2 energy_ev=-52105.2500 lumo_energy_ev="-5.88 / -7.59" s2=15.79 multiplicity=8
C 0.0396 -4.2487 -3.0563 0.193
C -0.6604 -5.4450 -2.6955 0.320
H 1.1294 -4.2672 -3.0475 0.026
H -0.5416 -3.7099 -3.8276 0.043
C -1.9000 -5.1489 -2.0402 -0.132
C -1.9313 -3.9231 -1.4144 0.565
H -0.9938 -3.6194 -0.9248 -0.027
H -2.8516 -3.4456 -1.0851 0.016
C -0.4265 -6.8366 -3.2077 -0.002
H 0.5373 -6.9090 -3.7200 -0.002
H -1.1945 -7.1610 -3.9302 0.027
H -0.4122 -7.6019 -2.4182 0.026
C -2.9809 -6.2073 -1.9187 0.015
H -2.6429 -7.1297 -1.4201 -0.003
H -3.3614 -6.5211 -2.9017 -0.006
H -3.8488 -5.8444 -1.3474 0.000
Eu 1.1771 1.1063 1.8268 5.019
O 0.3082 -0.6016 0.2773 0.150
C -0.3873 -0.7233 -0.7747 0.171
O -0.6666 1.9051 0.6944 0.007
C -1.3913 1.5069 -0.2530 -0.003
O -2.3679 2.2880 -0.6632 0.006
N -1.3025 0.3512 -1.0158 0.030
C -2.9953 1.7263 -1.8843 0.004
C -2.3288 0.3739 -2.0661 0.018
H -2.7764 2.3996 -2.7414 0.000
H -4.0929 1.6203 -1.7152 0.000
H -1.8782 0.2780 -3.0642 -0.008
H -3.0496 -0.4495 -1.9385 -0.005
C -0.3643 -1.7424 -1.7840 0.500
C 0.6534 -2.6768 -2.1421 0.048
H -1.2678 -1.7824 -2.3631 -0.029
H 1.3446 -2.8360 -1.2962 0.001
H 1.1855 -2.4686 -3.1040 0.046
N 1.9977 3.4156 0.8621 -0.002
C 2.5243 4.3175 1.8506 -0.005
C 3.6265 5.1314 1.6026 -0.003
C 4.0622 6.0202 2.6096 0.001
C 3.4247 6.0428 3.8433 -0.001
C 2.3461 5.1754 4.1579 0.000
C 1.7253 5.0893 5.4192 0.000
C 0.7632 4.1214 5.6358 -0.001
C 0.4587 3.1995 4.6207 -0.004
N 1.0592 3.2411 3.4215 0.009
C 1.9258 4.2623 3.1443 -0.005
H 1.0010 3.5849 0.6306 0.000
H 2.5299 3.4182 -0.0090 -0.002
H 4.1143 5.0990 0.6226 0.000
H 4.9134 6.6767 2.4118 0.000
H 3.7685 6.7249 4.6214 0.000
H 2.0227 5.7955 6.1890 0.000
H 0.2448 4.0346 6.5826 0.000
H -0.2686 2.3938 4.7459 -0.001